1.
60
Properties=species:S:1:pos:R:3 method="wB97M-V/def2-TZVPD" lumo_energy_ev=2.709 orbital_gap_ev=7.851 largest_force_ev_per_a=0.83 charge=-1 spin_multiplicity=1
C -2.43 -3.62 2.60
C -1.57 -2.38 2.83
C -1.69 -1.38 1.68
O -0.58 -0.53 1.64
Sb 0.50 0.15 0.05
C -1.23 1.00 -1.00
C -2.65 0.99 -0.44
C -3.59 1.53 -1.54
C -2.84 1.81 0.83
C 2.25 -0.67 1.20
Cl 2.12 -0.44 2.93
C 3.30 -1.43 0.86
C 4.36 -1.97 1.79
Cl 3.51 -2.02 -0.77
C 0.16 -1.76 -1.05
Br 0.51 -3.34 0.05
C 0.72 -1.96 -2.47
C -0.32 -1.73 -3.57
C 1.73 1.17 -1.64
F 0.93 0.93 -2.76
F 2.93 0.57 -1.93
C 2.04 2.69 -1.72
F 2.65 3.10 -0.59
F 0.89 3.38 -1.87
C 2.98 3.09 -2.89
F 2.70 2.46 -4.03
F 2.87 4.39 -3.11
F 4.24 2.82 -2.61
S 0.72 2.27 1.61
C -0.17 2.06 3.15
O 0.07 3.39 0.94
O 2.11 2.45 2.03
H -3.49 -3.36 2.44
H -2.07 -4.18 1.72
H -2.39 -4.30 3.46
H -0.52 -2.67 2.89
H -1.85 -1.89 3.77
H -1.85 -1.94 0.75
H -2.61 -0.79 1.82
H -0.98 2.02 -1.32
H -1.25 0.40 -1.92
H -2.99 -0.04 -0.26
H -3.49 0.95 -2.46
H -4.63 1.49 -1.21
H -3.34 2.58 -1.77
H -3.90 2.12 0.93
H -2.22 2.71 0.81
H -2.61 1.22 1.72
H 5.23 -2.29 1.22
H 4.68 -1.20 2.50
H 3.98 -2.83 2.34
H -0.93 -1.77 -1.12
H 1.06 -3.00 -2.56
H 1.60 -1.35 -2.67
H -0.66 -0.69 -3.62
H -1.19 -2.39 -3.42
H 0.11 -1.98 -4.55
H 0.03 1.07 3.56
H 0.28 2.84 3.77
H -1.23 2.25 3.01

2.
49
Properties=species:S:1:pos:R:3 method="wB97M-V/def2-TZVPD" lumo_energy_ev="0.598 / 0.641" orbital_gap_ev="7.107 / 5.851" largest_force_ev_per_a=5.94 charge=0 spin_multiplicity=1
C 3.02 -0.70 -1.12
C 0.13 -1.73 -2.34
C 3.13 -2.06 -1.23
H 3.24 -0.11 -0.24
C 0.05 -2.56 -1.19
H -0.67 -1.96 -3.06
H 3.31 -2.54 -2.22
H -0.82 -3.23 -1.24
C 2.57 -3.08 -0.27
H 3.01 -2.96 0.73
H 2.88 -4.06 -0.64
C 2.15 -0.05 -2.17
H 2.75 0.53 -2.90
H 1.48 0.69 -1.70
C 1.32 -1.11 -3.02
H 2.00 -1.88 -3.44
H 0.92 -0.58 -3.91
C 1.02 -3.07 -0.13
H 0.75 -4.14 -0.02
H 0.80 -2.62 0.86
Cd -0.71 -0.66 -0.81
H 4.21 -1.57 -1.04
C -0.15 2.85 -2.89
C -0.70 2.88 -1.49
C -1.06 4.10 -0.90
C -1.59 4.12 0.40
C -1.68 2.92 1.10
C -1.26 1.71 0.47
N -0.82 1.72 -0.83
N -1.24 0.49 1.01
Si -1.63 -0.01 2.66
C -0.76 1.04 3.94
C -3.48 0.13 2.86
C -1.07 -1.78 2.86
H 0.95 2.97 -2.87
H -0.40 1.90 -3.39
H -0.57 3.69 -3.46
H -0.94 5.01 -1.48
H -1.91 5.05 0.86
H -2.06 2.87 2.12
H -0.81 2.12 3.73
H -1.23 0.86 4.92
H 0.31 0.77 4.02
H -3.98 -0.65 2.26
H -3.76 -0.01 3.91
H -3.85 1.10 2.52
H -1.46 -2.43 2.07
H 0.03 -1.86 2.87
H -1.44 -2.15 3.82

3.
48
Properties=species:S:1:pos:R:3 method="wB97M-V/def2-TZVPD" lumo_energy_ev="-8.723 / -8.704" orbital_gap_ev="6.416 / 6.435" largest_force_ev_per_a=4.89 charge=+2 spin_multiplicity=1
C -0.55 -5.20 -4.47
C -1.35 -4.67 -5.64
C 0.85 -5.61 -4.87
C -1.28 -6.31 -3.74
Cl -0.37 -3.79 -3.26
H 0.79 -6.44 -5.58
H 1.42 -5.94 -4.01
H 1.38 -4.79 -5.35
H -1.48 -5.47 -6.38
H -0.84 -3.84 -6.12
H -2.33 -4.33 -5.33
H -1.41 -7.16 -4.42
H -2.27 -5.99 -3.42
H -0.72 -6.65 -2.87
C 0.86 2.23 -0.68
C 1.91 1.31 -0.86
C 1.54 0.41 -1.90
H 2.84 1.29 -0.31
C 0.27 0.79 -2.37
C -0.16 1.91 -1.61
H -1.09 2.45 -1.73
H 0.84 3.06 0.01
H 2.15 -0.40 -2.28
H -0.28 0.31 -3.16
C -0.73 -0.99 2.18
C 0.39 -0.17 2.45
C 1.51 -0.76 1.80
H 0.40 0.71 3.06
C 1.08 -1.93 1.13
C -0.31 -2.08 1.37
H -0.94 -2.87 1.00
H -1.73 -0.83 2.54
H 2.52 -0.38 1.82
H 1.70 -2.60 0.56
Ce 0.00 0.00 0.00
C -1.95 3.90 2.87
P -1.24 2.53 1.80
C -2.02 1.51 3.18
C -1.49 3.83 0.47
H -1.59 3.81 3.93
H -3.05 3.96 2.84
H -1.50 4.91 2.66
H -2.72 1.98 3.90
H -2.78 0.88 2.67
H -1.38 0.97 3.89
H -2.19 4.67 0.69
H -0.60 4.41 0.18
H -2.10 3.41 -0.34

4.
51
Properties=species:S:1:pos:R:3 method="wB97M-V/def2-TZVPD" lumo_energy_ev=-7.336 orbital_gap_ev=6.051 largest_force_ev_per_a=3.97 charge=+2 spin_multiplicity=1
Lu -0.19 0.40 -0.70
P -2.20 1.26 0.67
C -0.95 2.63 0.40
C 0.36 2.49 1.12
N 1.04 1.34 0.85
C 2.22 1.04 1.44
C 2.78 1.93 2.33
C 2.11 3.15 2.58
C 0.90 3.43 1.96
C 2.86 -0.29 1.07
P 2.18 -1.07 -0.48
H 0.34 4.35 2.15
H 3.74 1.68 2.79
H 2.57 3.87 3.26
H 3.95 -0.14 0.99
H 2.69 -1.01 1.91
H -0.73 2.65 -0.75
H -1.46 3.57 0.62
H 0.95 0.88 -3.55
O -0.27 1.72 -2.17
H -0.42 2.53 -2.70
H 1.02 -0.44 -2.64
O 1.22 -0.03 -3.67
H 0.60 -0.51 -4.31
C 3.57 -0.71 -1.61
H 4.50 -1.14 -1.19
H 3.43 -1.15 -2.61
H 3.71 0.38 -1.71
C 2.45 -2.84 -0.10
H 1.87 -3.44 -0.81
H 3.51 -3.12 -0.17
H 2.09 -3.06 0.91
C -2.41 1.22 2.46
H -3.02 2.09 2.74
H -2.93 0.28 2.69
H -1.44 1.24 2.96
C -3.73 1.97 0.02
H -4.43 1.13 -0.10
H -4.11 2.70 0.75
H -3.55 2.44 -0.96
C -2.84 -4.06 -0.61
C -2.50 -3.47 0.62
C -1.78 -2.25 0.64
C -1.42 -1.65 -0.56
C -1.78 -2.21 -1.78
C -2.47 -3.43 -1.80
H -3.39 -5.00 -0.62
H -2.79 -3.94 1.56
H -1.53 -1.80 1.60
H -1.56 -1.72 -2.74
H -2.75 -3.89 -2.76

5.
57
Properties=species:S:1:pos:R:3 method="wB97M-V/def2-TZVPD" lumo_energy_ev="-4.470 / -4.058" orbital_gap_ev="6.031 / 6.252" largest_force_ev_per_a=0.15 charge=+1 spin_multiplicity=2 s_squared=0.809
Tc -0.09 0.52 0.30
C -4.14 -2.58 2.01
S -3.71 -1.20 3.09
C -2.42 -0.41 2.24
S -1.84 -1.03 0.73
N -1.96 0.65 2.84
N -0.92 1.21 2.16
C -0.37 2.23 2.73
C 0.77 2.80 2.04
C 1.46 3.91 2.50
C 2.51 4.40 1.75
C 2.84 3.77 0.56
C 2.12 2.66 0.16
N 1.11 2.17 0.90
H -4.96 -3.08 2.52
H -3.30 -3.27 1.91
H -4.48 -2.23 1.04
H -0.74 2.60 3.67
H 1.16 4.38 3.42
H 3.07 5.27 2.08
H 3.65 4.12 -0.07
H 2.33 2.14 -0.76
C 0.93 -4.55 3.76
Se -0.37 -3.56 2.71
C 0.64 -3.52 1.04
C 1.90 -2.67 1.09
Se 1.58 -0.89 1.85
C 3.34 -0.22 1.34
H 1.17 -5.49 3.26
H 0.46 -4.77 4.71
H 1.82 -3.96 3.93
H -0.05 -3.15 0.29
H 0.91 -4.54 0.78
H 2.32 -2.53 0.10
H 2.66 -3.11 1.74
H 3.44 -0.18 0.26
H 4.08 -0.90 1.76
H 3.47 0.76 1.77
O -2.22 -1.00 -2.41
C -2.38 0.03 -3.38
C -1.05 0.76 -3.58
C -0.99 1.13 -5.08
O 0.18 1.86 -5.41
C -0.95 2.07 -2.79
Se -1.47 2.08 -0.91
C 0.14 -0.16 -3.33
Se 0.70 -0.63 -1.53
H -3.09 -1.34 -2.17
H -3.15 0.75 -3.06
H -2.71 -0.41 -4.33
H -1.89 1.68 -5.36
H -0.97 0.21 -5.67
H -0.03 2.79 -5.49
H -1.62 2.80 -3.24
H 0.06 2.46 -2.87
H 1.03 0.29 -3.77
H -0.02 -1.13 -3.81

6.
52
Properties=species:S:1:pos:R:3 method="wB97M-V/def2-TZVPD" lumo_energy_ev="-12.252 / -12.328" orbital_gap_ev="5.542 / 5.438" largest_force_ev_per_a=3.04 charge=+3 spin_multiplicity=2 s_squared=0.801
V 0.42 0.42 0.26
P -1.77 0.19 -0.36
C -1.71 0.57 -2.10
C -0.54 1.25 -2.56
N 0.57 1.24 -1.74
C 1.79 1.49 -2.23
C 1.94 2.08 -3.48
C 0.81 2.27 -4.28
C -0.42 1.84 -3.84
C 2.99 1.08 -1.41
P 2.55 -0.30 -0.27
H -1.34 1.92 -4.43
H 2.95 2.33 -3.81
H 0.91 2.74 -5.26
H 3.80 0.72 -2.05
H 3.36 1.92 -0.81
H -1.69 -1.00 -3.28
H -2.63 0.74 -2.66
H -0.68 -2.61 -2.48
O -1.40 -1.88 -3.65
H -2.10 -2.18 -4.26
H 0.05 -0.86 -0.45
O -0.13 -2.80 -1.64
H -0.01 -3.76 -1.55
C 2.72 -1.76 -1.34
H 3.68 -1.70 -1.87
H 2.69 -2.63 -0.68
H 1.85 -1.83 -2.01
C 3.89 -0.41 0.93
H 3.71 -1.30 1.54
H 4.86 -0.49 0.41
H 3.88 0.47 1.58
C -2.83 1.48 0.40
H -3.77 1.54 -0.16
H -3.02 1.21 1.45
H -2.31 2.46 0.36
C -2.73 -1.34 -0.18
H -2.89 -1.50 0.89
H -3.69 -1.21 -0.71
H -2.13 -2.16 -0.60
Se 0.41 -1.10 2.19
C -0.36 -0.26 3.75
C -1.27 0.80 3.69
C -1.95 1.20 4.84
C -1.66 0.60 6.07
C -0.67 -0.40 6.16
C -0.03 -0.83 5.00
H -1.46 1.31 2.74
H -2.71 1.97 4.79
H -2.19 0.91 6.97
H -0.42 -0.85 7.12
H 0.73 -1.62 5.04

7.
51
Properties=species:S:1:pos:R:3 method="wB97M-V/def2-TZVPD" lumo_energy_ev="-11.971 / -13.709" orbital_gap_ev="5.854 / 4.115" largest_force_ev_per_a=3.58 charge=+3 spin_multiplicity=1
Sn -0.24 0.11 0.17
P -2.27 0.07 -1.34
C -1.49 -1.25 -2.24
C -0.09 -1.36 -2.47
N 0.78 -0.68 -1.62
C 2.12 -0.81 -1.68
C 2.70 -1.35 -2.82
C 1.89 -2.02 -3.73
C 0.52 -2.09 -3.52
C 3.01 -0.28 -0.57
P 2.34 -0.35 1.17
H -0.12 -2.74 -4.10
H 3.77 -1.19 -2.96
H 2.35 -2.46 -4.62
H 3.96 -0.83 -0.56
H 3.25 0.78 -0.77
H -1.31 -5.40 0.55
H -2.10 -2.04 -2.72
H 0.77 -3.37 3.68
O -2.02 -6.07 0.52
H -2.73 -5.63 0.05
H -0.11 -1.33 0.99
O -0.05 -2.97 3.96
H -0.63 -3.22 3.22
C 2.98 -1.96 1.76
H 4.07 -2.07 1.65
H 2.72 -2.09 2.82
H 2.50 -2.77 1.18
C 3.35 0.88 2.07
H 3.06 0.87 3.13
H 4.43 0.71 2.00
H 3.13 1.89 1.70
C -2.30 1.56 -2.38
H -3.22 1.55 -2.99
H -2.22 2.48 -1.78
H -1.45 1.54 -3.08
C -3.84 -0.43 -0.61
H -4.16 0.32 0.13
H -4.60 -0.56 -1.40
H -3.71 -1.40 -0.10
C 0.30 5.00 0.85
C 0.64 4.37 -0.35
C 0.57 2.97 -0.45
C 0.13 2.21 0.63
C -0.17 2.83 1.85
C -0.10 4.23 1.96
H 0.34 6.09 0.93
H 0.96 4.95 -1.22
H 0.85 2.47 -1.39
H -0.49 2.23 2.71
H -0.36 4.72 2.90

8.
46
Properties=species:S:1:pos:R:3 method="wB97M-V/def2-TZVPD" lumo_energy_ev=0.934 orbital_gap_ev=9.320 largest_force_ev_per_a=1.00 smiles="C=CCCCCCCCCCCCc1ccco1" charge=0 spin_multiplicity=1
C -6.89 -1.08 1.22
C -5.64 -0.73 0.96
C -4.58 -1.68 0.52
C -4.16 -1.45 -0.94
C -3.53 -0.08 -1.21
C -2.27 0.17 -0.38
C -1.42 1.31 -0.94
C -0.16 1.51 -0.11
C 0.88 2.37 -0.83
C 2.17 2.56 -0.02
C 2.80 1.23 0.39
C 4.26 1.38 0.82
C 4.78 0.10 1.48
C 4.65 -1.09 0.59
C 3.67 -2.04 0.49
C 4.06 -2.90 -0.57
C 5.23 -2.40 -1.04
O 5.60 -1.31 -0.34
H -7.64 -0.37 1.53
H -7.21 -2.11 1.13
H -5.34 0.30 1.06
H -4.95 -2.70 0.61
H -3.70 -1.58 1.17
H -3.44 -2.22 -1.22
H -5.04 -1.56 -1.57
H -4.26 0.71 -1.03
H -3.26 -0.04 -2.27
H -2.54 0.40 0.66
H -1.67 -0.74 -0.36
H -2.01 2.23 -0.96
H -1.14 1.07 -1.96
H 0.28 0.53 0.10
H -0.41 1.98 0.85
H 1.13 1.89 -1.78
H 0.45 3.35 -1.05
H 1.96 3.16 0.87
H 2.88 3.12 -0.64
H 2.24 0.81 1.23
H 2.74 0.53 -0.44
H 4.35 2.20 1.53
H 4.87 1.62 -0.05
H 5.84 0.23 1.74
H 4.22 -0.09 2.40
H 2.79 -2.12 1.09
H 3.53 -3.75 -0.93
H 5.89 -2.73 -1.82

9.
67
Properties=species:S:1:pos:R:3 method="wB97M-V/def2-TZVPD" lumo_energy_ev=-0.440 orbital_gap_ev=9.554 largest_force_ev_per_a=0.76 smiles="C[N+](=O)[O-].C[N+](=O)[O-].C[N+](=O)[O-].C[N+](=O)[O-].C[N+](=O)[O-].c1ccncc1.c1ccncc1.ClCCl.ClCCl" charge=0 spin_multiplicity=1
C 6.46 -5.41 1.56
N 5.12 -4.87 1.17
O 4.14 -5.50 1.50
O 5.12 -3.84 0.52
H 6.32 -5.98 2.47
H 7.11 -4.55 1.69
H 6.79 -6.06 0.76
C 5.91 -2.86 7.84
N 6.32 -4.05 7.03
O 5.83 -5.13 7.27
O 7.14 -3.84 6.16
H 6.78 -2.57 8.40
H 5.05 -3.13 8.44
H 5.63 -2.10 7.11
C 11.55 -3.92 0.30
N 12.18 -5.14 0.88
O 11.92 -5.42 2.04
O 12.89 -5.79 0.16
H 11.61 -4.01 -0.77
H 12.02 -3.04 0.72
H 10.50 -3.94 0.59
C 13.94 -4.45 4.17
N 14.71 -4.35 2.90
O 14.46 -3.42 2.15
O 15.51 -5.23 2.69
H 14.63 -4.82 4.92
H 13.11 -5.13 4.01
H 13.59 -3.46 4.44
C 11.05 -3.32 9.01
N 9.90 -4.18 9.43
O 10.02 -4.84 10.44
O 8.93 -4.17 8.70
H 10.81 -2.29 9.28
H 11.16 -3.47 7.95
H 11.91 -3.63 9.59
C 7.60 -0.57 5.73
C 7.37 0.02 6.96
C 6.19 0.71 7.14
N 5.28 0.86 6.18
C 5.53 0.32 4.99
C 6.67 -0.42 4.73
H 8.45 -1.22 5.56
H 8.13 -0.04 7.73
H 5.95 1.21 8.07
H 4.76 0.48 4.25
H 6.84 -0.89 3.77
C 10.13 -6.71 6.49
C 10.93 -7.14 5.43
C 10.30 -7.41 4.21
N 8.99 -7.27 4.01
C 8.25 -6.88 5.03
C 8.76 -6.63 6.29
H 10.55 -6.51 7.47
H 12.01 -7.16 5.48
H 10.90 -7.70 3.35
H 7.20 -6.66 4.85
H 8.14 -6.31 7.12
Cl 13.48 2.14 5.68
C 12.46 0.80 6.20
Cl 10.73 1.20 6.09
H 12.64 -0.04 5.54
H 12.66 0.59 7.24
Cl 11.14 -2.50 5.21
C 10.06 -3.73 4.52
Cl 8.97 -3.02 3.35
H 10.65 -4.53 4.07
H 9.44 -4.10 5.33